(1)
Entry from OMol25: a cluster of 9 separate species, C8H34O9 in total (wB97M-V/def2-TZVPD).

Structure (ORCA input):
```
! wB97M-V def2-TZVPD RIJCOSX def2/J DEFGRID3
* xyz 0 1
C 1.77 -0.77 -4.78
C 0.45 -0.17 -4.16
O 0.26 -0.69 -2.90
H 1.73 -0.72 -5.87
H 2.02 -1.79 -4.50
H 2.61 -0.14 -4.49
H -0.33 -0.57 -4.81
H 0.43 0.92 -4.25
H -0.36 -0.13 -2.43
C -2.55 0.98 1.00
C -3.77 0.09 1.29
O -5.00 0.40 0.73
H -2.27 0.85 -0.05
H -1.68 0.67 1.58
H -2.96 1.98 1.15
H -3.94 0.08 2.37
H -3.72 -0.94 0.96
H -5.59 -0.31 1.02
C -1.18 -3.04 0.79
C -1.63 -4.17 1.60
O -2.42 -3.73 2.67
H -1.98 -2.42 0.40
H -0.67 -3.43 -0.09
H -0.41 -2.43 1.25
H -0.78 -4.72 2.01
H -2.15 -4.82 0.90
H -2.71 -4.50 3.17
C 1.45 3.86 2.41
C 0.17 3.06 2.20
O -0.89 3.68 2.94
H 1.28 4.91 2.17
H 2.17 3.66 1.62
H 1.91 3.79 3.40
H 0.31 2.04 2.57
H -0.18 3.00 1.16
H -1.70 3.17 2.93
O 1.84 1.73 -1.36
H 0.93 1.95 -1.59
H 2.26 2.58 -1.21
O 2.41 -1.65 -1.34
H 1.63 -1.43 -1.84
H 3.12 -1.19 -1.80
O 2.02 -0.45 3.03
H 1.41 -1.00 3.53
H 1.65 -0.44 2.14
O 4.08 0.44 -2.06
H 3.32 0.91 -1.70
H 4.62 1.13 -2.44
O 0.78 -0.05 0.53
H 1.43 0.57 0.20
H 0.82 -0.79 -0.08
*
```

Computed properties:
HOMO energy ... -9.92 eV
Kohn-Sham gap ... 9.64 eV
Max |F| ... 3.37 eV Å⁻¹
LUMO ... -0.2838 eV
Structure (SMILES) ... CCO.CCO.CCO.CCO.O.O.O.O.O


(2)
Entry from OMol25: the molecule C10H11N (wB97M-V/def2-TZVPD).

Structure (ORCA input):
```
! wB97M-V def2-TZVPD RIJCOSX def2/J DEFGRID3
* xyz 0 1
C 0.56 1.89 -1.12
C -0.12 0.57 -1.07
C -0.56 -0.01 -2.14
C -1.31 -0.45 -3.11
C -0.14 -0.11 0.20
C 0.09 0.65 1.38
C 0.06 0.05 2.62
C -0.24 -1.32 2.76
C -0.45 -2.10 1.59
C -0.36 -1.50 0.38
H 2.35 1.04 -1.70
H 2.31 1.49 -0.15
H 0.28 2.56 -0.31
H 0.22 2.42 -1.99
H -2.43 -0.36 -3.22
H -0.88 -0.87 -4.03
H 0.33 1.70 1.40
H 0.19 0.69 3.51
H -0.23 -1.85 3.76
H -0.80 -3.13 1.68
H -0.57 -2.06 -0.51
N 2.01 1.78 -1.05
*
```

Computed properties:
HOMO energy ... -8.36 eV
Kohn-Sham gap ... 8.99 eV
Max |F| ... 2.89 eV Å⁻¹
LUMO ... 0.6297 eV
Structure (SMILES) ... C=C=C(CN)c1ccccc1


(3)
Entry from OMol25: a structure of composition C35H33BrMnN2O6PS (wB97M-V/def2-TZVPD).

Structure (ORCA input):
```
! wB97M-V def2-TZVPD RIJCOSX def2/J DEFGRID3
* xyz 0 5
Mn 1.26 -0.33 -0.46
N -0.72 -1.81 0.14
C -1.96 -2.26 -0.42
C -2.03 -3.62 -0.68
C -3.17 -4.19 -1.21
C -4.27 -3.40 -1.49
C -4.20 -2.03 -1.24
C -3.05 -1.43 -0.71
P -2.87 0.38 -0.59
C -4.50 1.02 -1.12
C -4.71 1.15 -2.49
C -5.89 1.69 -2.98
C -6.88 2.12 -2.10
C -6.67 2.00 -0.73
C -5.49 1.45 -0.24
C -2.90 0.62 1.23
C -3.18 -0.40 2.13
C -3.14 -0.17 3.50
C -2.82 1.09 3.98
C -2.55 2.12 3.09
C -2.58 1.89 1.72
H -0.21 -2.61 0.48
H -0.86 -1.15 0.91
H -1.18 -4.25 -0.46
H -3.21 -5.26 -1.39
H -5.18 -3.83 -1.89
H -5.05 -1.41 -1.46
H -3.94 0.84 -3.18
H -6.05 1.78 -4.05
H -7.79 2.55 -2.47
H -7.44 2.33 -0.04
H -5.35 1.36 0.83
H -3.47 -1.38 1.77
H -3.36 -0.97 4.19
H -2.77 1.27 5.05
H -2.31 3.11 3.46
H -2.34 2.68 1.02
Br 5.20 -5.51 0.94
C 4.04 -4.04 0.62
C 4.10 -2.92 1.43
C 3.26 -1.85 1.18
C 2.35 -1.88 0.12
C 2.31 -3.03 -0.68
C 3.15 -4.11 -0.44
H 4.81 -2.88 2.25
H 3.31 -0.99 1.82
H 1.62 -3.08 -1.52
H 3.11 -4.99 -1.07
O 3.07 0.78 -1.15
C 3.13 1.32 -0.02
O 2.37 0.99 0.93
H 3.87 2.11 0.16
C -4.30 -3.94 -5.80
C -3.20 -3.06 -5.27
C -2.88 -1.86 -5.90
C -1.85 -1.06 -5.43
C -1.13 -1.47 -4.32
C -1.43 -2.66 -3.67
C -2.46 -3.45 -4.15
S 0.11 -0.38 -3.69
O 1.08 -0.08 -4.69
O 0.58 -1.02 -2.46
N -0.76 0.96 -3.40
C -0.14 2.28 -3.60
C 0.78 2.70 -2.44
C 0.02 2.40 -1.16
O -0.80 3.19 -0.74
O 0.22 1.21 -0.65
H -5.00 -3.37 -6.41
H -4.84 -4.42 -4.99
H -3.87 -4.73 -6.43
H -3.45 -1.54 -6.76
H -1.61 -0.13 -5.92
H -0.86 -2.95 -2.80
H -2.72 -4.37 -3.64
H -1.29 0.88 -2.52
H -0.95 3.00 -3.73
H 0.43 2.22 -4.53
H 0.99 3.76 -2.49
H 1.70 2.13 -2.49
*
```

Computed properties:
HOMO energy (spin up / spin down) ... -8.32 / -8.33 eV
Kohn-Sham gap (spin up / spin down) ... 7.16 / 8.58 eV
⟨S²⟩ ... 6.156
Max |F| ... 0.99 eV Å⁻¹
LUMO (spin up / spin down) ... -1.1574 / 0.2447 eV


(4)
Entry from OMol25: a cluster of 2 separate species, C2H7N3O2 in total (wB97M-V/def2-TZVPD).

Structure (ORCA input):
```
! wB97M-V def2-TZVPD RIJCOSX def2/J DEFGRID3
* xyz 0 1
C -0.75 -0.69 -0.13
C 2.80 0.14 -0.10
N 3.27 -0.75 0.52
N 2.32 0.82 -0.97
N -1.52 0.49 0.08
O -2.80 0.50 -0.46
O -1.76 0.55 1.48
H -0.60 -0.55 -1.28
H -1.09 -1.71 -0.09
H 0.17 -0.56 0.32
H 3.92 -0.78 1.33
H -2.78 0.67 -1.40
H -2.71 0.49 1.74
H 1.55 1.38 -1.04
*
```

Computed properties:
HOMO energy ... -8.92 eV
Kohn-Sham gap ... 9.69 eV
Max |F| ... 5.16 eV Å⁻¹
LUMO ... 0.7705 eV
Structure (SMILES) ... CN(O)O.N=C=N


(5)
Entry from OMol25: a cluster of 32 separate species, H64O32 in total (wB97M-V/def2-TZVPD).

Structure (ORCA input):
```
! wB97M-V def2-TZVPD RIJCOSX def2/J DEFGRID3
* xyz 0 1
O -4.11 -2.44 -3.17
H -3.37 -1.97 -2.78
H -4.88 -2.08 -2.74
O 3.01 2.11 -1.67
H 2.52 1.39 -1.28
H 2.38 2.54 -2.25
O 3.45 2.82 4.01
H 2.70 2.70 4.59
H 3.17 3.52 3.41
O -4.28 0.31 -2.55
H -4.84 0.87 -2.02
H -4.58 0.45 -3.45
O 5.02 -1.76 -0.14
H 5.25 -0.99 -0.66
H 4.65 -1.39 0.67
O -0.79 -3.10 3.35
H 0.03 -3.02 2.86
H -0.62 -3.77 4.01
O 0.12 -0.80 5.71
H -0.31 -0.84 4.86
H -0.34 -0.10 6.18
O 5.06 1.51 2.39
H 4.58 0.73 2.12
H 4.47 1.94 3.02
O 5.58 0.28 -1.79
H 4.99 0.99 -2.01
H 6.44 0.69 -1.71
O -0.75 3.92 3.63
H -1.54 4.38 3.36
H -0.37 4.48 4.31
O 1.47 -3.05 1.72
H 1.18 -3.12 0.81
H 1.78 -3.93 1.93
O -2.23 -1.22 -1.32
H -2.81 -0.57 -1.71
H -2.55 -1.32 -0.42
O -0.61 1.90 1.30
H -0.21 2.46 1.97
H -1.12 2.50 0.76
O 0.55 0.36 -0.48
H -0.30 0.03 -0.77
H 0.35 0.86 0.31
O 0.02 1.15 -5.42
H 0.38 0.46 -5.98
H -0.83 0.82 -5.14
O -0.47 -1.98 -3.43
H -1.14 -1.55 -3.97
H -0.62 -1.64 -2.55
O -2.52 -2.59 1.37
H -2.11 -2.85 2.20
H -2.02 -3.05 0.70
O -1.39 2.01 -2.07
H -1.89 1.21 -2.18
H -1.73 2.39 -1.25
O 3.72 -0.97 1.98
H 3.59 -1.03 2.93
H 3.06 -1.54 1.60
O 4.57 4.37 -1.02
H 4.62 4.60 -0.09
H 3.87 3.73 -1.06
O -1.11 -4.47 -2.67
H -0.68 -5.22 -3.07
H -0.85 -3.72 -3.21
O -1.18 1.53 5.15
H -0.75 2.06 4.47
H -1.61 0.82 4.67
O -2.89 0.44 1.25
H -3.36 0.85 1.97
H -2.09 0.95 1.16
O 1.91 -2.07 -1.21
H 1.60 -1.17 -1.15
H 2.80 -2.00 -1.56
O -2.57 3.30 0.12
H -2.32 4.21 -0.02
H -3.43 3.35 0.53
O 2.53 -4.18 -2.80
H 2.03 -3.58 -2.26
H 2.85 -4.85 -2.19
O -2.05 -0.58 3.81
H -2.31 -0.51 2.89
H -2.11 -1.52 4.00
O 0.86 2.85 -3.42
H 0.15 2.71 -2.79
H 0.63 2.28 -4.16
O -0.48 -4.18 -0.11
H -0.87 -4.26 -0.98
H -0.68 -5.01 0.33
O 0.59 6.17 1.33
H -0.10 5.81 0.77
H 0.13 6.74 1.94
O -4.88 -2.49 0.25
H -5.43 -2.94 0.89
H -4.05 -2.34 0.71
O -2.26 -0.20 -4.92
H -3.09 0.24 -5.07
H -2.16 -0.79 -5.66
*
```

Computed properties:
HOMO energy ... -9.44 eV
Kohn-Sham gap ... 8.01 eV
Max |F| ... 1.45 eV Å⁻¹
LUMO ... -1.4267 eV


(6)
Entry from OMol25: a cluster of 2 separate species, FHNO3P in total (wB97M-V/def2-TZVPD).

Structure (ORCA input):
```
! wB97M-V def2-TZVPD RIJCOSX def2/J DEFGRID3
* xyz -2 1
N -0.24 -1.50 -0.93
O 1.62 0.17 1.18
O -0.62 1.30 1.61
O 0.83 2.09 -0.40
F -1.33 -1.12 -1.91
P 0.55 1.07 0.68
H -0.80 -2.00 -0.22
*
```

Computed properties:
HOMO energy ... 1.50 eV
Kohn-Sham gap ... 5.87 eV
Max |F| ... 1.21 eV Å⁻¹
LUMO ... 7.3731 eV


(7)
Entry from OMol25: a cluster of 7 separate species, C7H28O7 in total (wB97M-V/def2-TZVPD).

Structure (ORCA input):
```
! wB97M-V def2-TZVPD RIJCOSX def2/J DEFGRID3
* xyz 0 1
C 0.69 -3.82 -1.20
O 0.41 -2.86 -0.21
H -0.31 -3.94 -1.77
H 1.19 -4.61 -1.01
H 1.18 -3.44 -2.03
H -0.57 -3.07 -0.01
C -2.83 -1.83 -2.92
O -1.99 -2.69 -3.61
H -2.60 -0.76 -3.06
H -2.49 -1.84 -2.01
H -3.83 -2.31 -2.80
H -1.31 -2.22 -4.14
C -3.92 3.24 1.58
O -2.81 2.38 1.36
H -3.82 3.91 2.52
H -4.79 2.57 1.94
H -4.29 3.60 0.61
H -2.27 2.23 2.19
C 1.60 3.96 1.06
O 2.65 4.69 1.76
H 1.68 3.04 0.88
H 1.55 4.55 0.28
H 0.68 3.80 1.77
H 2.29 5.53 2.01
C -0.06 -1.58 3.22
O 0.83 -1.88 4.28
H -0.98 -2.09 3.30
H 0.32 -1.76 2.23
H -0.10 -0.47 3.04
H 1.65 -1.43 4.15
C 3.37 -0.75 -2.34
O 3.57 0.42 -1.62
H 3.67 -1.51 -1.57
H 4.17 -0.62 -3.33
H 2.23 -0.87 -2.67
H 3.17 0.39 -0.82
C 0.20 0.71 -0.28
O 1.27 0.03 0.16
H -0.54 -0.27 -0.47
H 0.56 1.14 -1.08
H -0.42 1.31 0.45
H 1.00 -0.89 0.18
*
```

Computed properties:
HOMO energy ... -9.87 eV
Kohn-Sham gap ... 10.18 eV
Max |F| ... 9.10 eV Å⁻¹
LUMO ... 0.3099 eV
Structure (SMILES) ... CO.CO.CO.CO.CO.CO.CO


(8)
Entry from OMol25: the molecule C3H7NO2 (wB97M-V/def2-TZVPD).

Structure (ORCA input):
```
! wB97M-V def2-TZVPD RIJCOSX def2/J DEFGRID3
* xyz 0 1
C 1.23 -1.15 0.01
C 0.46 0.12 0.37
O 1.09 1.30 -0.07
C -1.06 0.01 0.08
O -1.66 -0.76 0.81
N -1.79 0.85 -0.75
H 0.67 -2.03 0.33
H 2.20 -1.16 0.51
H 1.40 -1.22 -1.07
H 0.46 0.19 1.47
H 1.24 1.22 -1.02
H -1.60 1.03 -1.73
H -2.78 0.77 -0.55
*
```

Computed properties:
HOMO energy ... -9.68 eV
Kohn-Sham gap ... 10.32 eV
Max |F| ... 0.62 eV Å⁻¹
LUMO ... 0.6411 eV
Structure (SMILES) ... C[C@@H](O)C(N)=O


(9)
Entry from OMol25: a cluster of 2 separate species, C6H10N3O2 in total (wB97M-V/def2-TZVPD).

Structure (ORCA input):
```
! wB97M-V def2-TZVPD RIJCOSX def2/J DEFGRID3
* xyz 1 1
C -0.95 1.15 -1.27
C -1.55 -0.03 0.84
C 1.86 1.43 0.97
C -1.88 0.23 -0.61
C 0.56 1.10 0.36
C 2.69 -0.79 -0.14
N 0.15 1.56 -0.77
N -0.37 0.49 1.25
N -2.48 -0.53 1.62
O 2.06 0.91 2.05
O 1.31 -0.79 -0.37
H -1.13 1.62 -2.24
H 2.50 2.20 0.60
H -2.87 0.64 -0.84
H -1.78 -0.74 -1.15
H 3.20 -0.01 -0.57
H 3.07 -1.82 -0.36
H 2.67 -0.70 0.91
H 0.06 0.11 2.17
H -3.50 -0.66 1.43
H -2.25 -0.85 2.59
*
```

Computed properties:
HOMO energy (spin up / spin down) ... -13.72 / -12.43 eV
Kohn-Sham gap (spin up / spin down) ... 8.32 / 7.53 eV
Max |F| ... 4.23 eV Å⁻¹
LUMO (spin up / spin down) ... -5.3996 / -4.8928 eV


(10)
Entry from OMol25: the molecule C2H2FN3OS (wB97M-V/def2-TZVPD).

Structure (ORCA input):
```
! wB97M-V def2-TZVPD RIJCOSX def2/J DEFGRID3
* xyz 0 1
C 1.41 -0.21 0.07
C 0.26 0.69 0.01
H -2.02 0.42 1.21
H 1.06 2.34 0.44
N -0.72 -0.20 -0.52
N 1.16 -1.47 0.16
N 0.15 1.99 0.13
O -0.13 -1.55 0.15
F 2.69 0.37 -0.14
S -2.27 0.07 -0.03
*
```

Computed properties:
HOMO energy ... -10.09 eV
Kohn-Sham gap ... 9.73 eV
Max |F| ... 3.81 eV Å⁻¹
LUMO ... -0.3602 eV
Structure (SMILES) ... [H]/N=c1\c(F)non1S


(11)
Entry from OMol25: the molecule C4H5NO (wB97M-V/def2-TZVPD).

Structure (ORCA input):
```
! wB97M-V def2-TZVPD RIJCOSX def2/J DEFGRID3
* xyz 0 1
N 2.46 0.00 0.36
C 1.41 0.51 -0.01
C 0.30 1.16 -0.33
C -1.05 0.62 -0.26
C -1.34 -0.63 0.10
O -0.33 -1.49 0.46
H 2.91 -0.60 -0.33
H 0.44 2.16 -0.74
H -1.87 1.27 -0.57
H -2.34 -1.05 0.06
H -0.58 -1.94 1.27
*
```

Computed properties:
HOMO energy ... -7.91 eV
Kohn-Sham gap ... 8.74 eV
Max |F| ... 0.68 eV Å⁻¹
LUMO ... 0.8315 eV
Structure (SMILES) ... N=C=C/C=C\O


(12)
Entry from OMol25: a cluster of 2 separate species, C5H13NO in total (wB97M-V/def2-TZVPD).

Structure (ORCA input):
```
! wB97M-V def2-TZVPD RIJCOSX def2/J DEFGRID3
* xyz 0 1
C -0.94 0.51 -1.27
C 0.51 0.76 -1.66
C 1.48 0.39 -0.55
C 1.27 0.26 0.76
C 2.26 -0.39 1.67
N -1.23 -0.92 -1.44
H -1.60 1.00 -2.00
H -1.21 0.88 -0.28
H 0.77 1.77 -1.92
H 0.71 0.02 -2.44
H 2.51 0.27 -0.91
H 0.34 0.59 1.21
H 3.08 -0.88 1.14
H 1.86 -1.16 2.34
H 2.72 0.32 2.36
H -2.18 -1.21 -1.26
H -0.55 -1.48 -0.95
H -3.10 0.10 2.45
H -3.53 -0.84 1.27
O -3.18 0.02 1.50
*
```

Computed properties:
HOMO energy ... -8.70 eV
Kohn-Sham gap ... 9.40 eV
Max |F| ... 1.86 eV Å⁻¹
LUMO ... 0.7052 eV
Structure (SMILES) ... C/C=C/CCN.O